Density functional theory data (ωB97M-V/def2-TZVPD) for a cluster of 2 separate species, C2H11NSi2 in total.

The value obtained for the energy above the lowest of the compared OMol25 structures with the same formula, charge and spin is 99.12 kcal/mol. The value obtained for the gap between HOMO and LUMO is 8.0 eV. For the molar mass, the calculation gives 105.29 g/mol.

The geometry in XYZ format:
```
16
Properties=species:S:1:pos:R:3:lowdin_charge:R:1
C 0.3218 1.7911 1.2393 -0.1673
C -1.5993 0.5120 0.2509 -0.1066
N -0.1591 0.6905 0.4492 -0.4454
Si 0.3354 -2.2744 -1.1052 0.4325
Si 1.0381 -0.2033 -0.3856 0.3958
H -0.5600 2.1463 1.9782 0.1371
H 1.2901 1.6531 1.7360 0.0689
H 0.4314 2.5680 0.5671 0.0391
H -1.9419 1.4641 -0.3475 0.1342
H -1.7097 -0.3855 -0.1847 -0.0098
H -2.0615 0.4998 1.1418 0.0409
H -0.8234 -2.4726 -0.3808 -0.1647
H -0.1623 -2.6736 -2.5837 -0.0637
H 1.1556 -3.3150 -0.7247 -0.1573
H 1.9684 -0.4313 0.6985 -0.0763
H 2.4764 0.4309 -2.3488 -0.0575
```

---

Density functional theory data (ωB97M-V/def2-TZVPD) for a cluster of 4 separate species, C2H11O4 in total.

The value obtained for the energy above the lowest of the compared OMol25 structures with the same formula, charge and spin is 5.70 kcal/mol. The value obtained for the gap between HOMO and LUMO is 8.4 eV. For the molar mass, the calculation gives 99.11 g/mol. Its charge is -1.

The geometry in XYZ format:
```
17
Properties=species:S:1:pos:R:3:lowdin_charge:R:1
C -0.0524 0.9591 0.9337 -0.4215
O 0.0176 -0.2901 0.3605 -0.3732
C -1.4906 1.5918 0.7934 -0.1062
H 0.5991 1.6902 0.4123 0.0866
H 0.1157 0.8774 2.0230 0.0882
H -1.4824 2.6731 0.6666 0.0451
H -2.0544 1.3027 1.6901 0.0485
H -2.0216 1.0763 -0.0071 0.0483
H -0.5450 -0.8173 -2.5826 -0.0021
H -0.9759 -0.6048 -1.1550 -0.0026
O -1.3403 -0.6108 -2.0787 -0.1246
H 1.9087 -2.5925 0.5827 -0.0022
H 0.7596 -1.6112 1.0229 -0.0138
O 1.1757 -2.5121 1.2017 -0.1412
H 2.4707 -0.0327 -1.5778 0.0027
H 1.2251 -0.5104 -0.6903 -0.0033
O 1.6904 -0.5885 -1.5953 -0.1286
```

---

Density functional theory data (ωB97M-V/def2-TZVPD) for a cluster of 3 separate species, C2H12N2O2 in total.

The value obtained for the energy above the lowest of the compared OMol25 structures with the same formula, charge and spin is 35.42 kcal/mol. The value obtained for the gap between HOMO and LUMO (alpha / beta) is 2.5 / 9.4 eV. For the molar mass, the calculation gives 96.13 g/mol. As for the spin multiplicity: 2. Its charge is -1. The expectation value of S² is 0.750.

The geometry in XYZ format:
```
18
Properties=species:S:1:pos:R:3:mulliken_spin:R:1
C 1.2404 -0.5507 -0.5453 0.2041
C 0.2822 -1.3929 -1.4123 0.0466
N -0.1384 -0.7839 -2.7143 0.0101
N 0.2611 0.1200 0.4074 0.7392
H 1.7361 -1.3225 0.0536 -0.0603
H 1.9859 0.1722 -0.8959 -0.0743
H 0.8162 -2.3027 -1.7252 -0.0789
H -0.5296 -1.7339 -0.7687 0.0460
H -0.5712 0.1148 -2.6468 -0.0068
H -0.9476 -1.4106 -2.9250 -0.0088
H -0.3836 -0.5292 0.9499 -0.2462
H 0.5148 0.7507 1.1248 -0.0953
H -2.0047 2.3900 0.0677 -0.0571
H -0.7868 1.1828 -0.1502 -0.0350
O -1.0458 2.2964 -0.0941 0.0361
H -0.5869 1.0396 4.4772 -0.5460
H 0.3931 1.2988 3.2202 -0.2463
O -0.2352 0.6611 3.5770 1.3730
```

---

Density functional theory data (ωB97M-V/def2-TZVPD) for a cluster of 3 separate species, C2H12N2O2 in total.

The value obtained for the energy above the lowest of the compared OMol25 structures with the same formula, charge and spin is 25.87 kcal/mol. The value obtained for the gap between HOMO and LUMO is 9.8 eV. For the molar mass, the calculation gives 96.13 g/mol. Its SMILES is CNCN.O.O.

The geometry in XYZ format:
```
18
Properties=species:S:1:pos:R:3:lowdin_charge:R:1
C -1.5203 -0.7691 -1.0390 -0.1680
N -0.1992 -0.5085 -1.5371 -0.1336
C 0.8543 -0.5002 -0.5285 -0.3227
N 1.8269 0.5885 -0.7448 -0.0131
H -2.1991 -1.0145 -1.8594 0.0762
H -1.5980 -1.5821 -0.3069 0.0732
H -1.9745 0.1133 -0.5823 0.0739
H 0.0099 -1.1694 -2.2730 0.0990
H 1.4261 -1.4307 -0.5897 0.1033
H 0.4279 -0.4256 0.4684 0.1090
H 1.6575 0.9120 -1.6925 0.0538
H 1.5289 1.3606 -0.1547 0.0506
O -4.4804 -2.5805 4.6595 -0.0733
H -5.1444 -3.2838 4.5449 0.0394
H -4.5284 -2.1949 3.7709 0.0338
O 4.9122 4.4024 -0.8229 -0.0588
H 4.0685 4.2582 -1.2573 0.0263
H 4.9320 3.8244 -0.0554 0.0309
```

---

Density functional theory data (ωB97M-V/def2-TZVPD) for a cluster of 4 separate species, C2H12N2O2 in total.

The value obtained for the energy above the lowest of the compared OMol25 structures with the same formula, charge and spin is 180.34 kcal/mol. The value obtained for the gap between HOMO and LUMO is 3.8 eV. For the molar mass, the calculation gives 96.13 g/mol.

The geometry in XYZ format:
```
18
Properties=species:S:1:pos:R:3:lowdin_charge:R:1
N 1.1662 -1.4987 0.8237 0.1793
C -0.0978 -2.0531 0.6018 -0.3194
C -1.0465 -1.1331 -0.1564 -0.0763
N 1.4006 1.2772 0.3093 0.0879
H 0.8052 1.9944 -1.8293 0.0022
H 1.8718 -2.2334 0.6474 0.0910
H 0.0308 -2.9427 -0.0215 0.1150
H -0.5265 -2.3793 1.5677 0.1645
H -1.1339 -0.1228 0.2566 0.0398
H -2.0685 -1.5099 -0.1148 0.0847
H 1.5318 1.4660 1.2908 0.0348
H 1.4357 0.2533 0.3417 -0.0317
H -0.7023 1.8199 -1.3715 -0.0327
H -0.7510 -0.9357 -1.1867 0.0861
O -0.0705 1.7289 -2.1052 -0.1065
H -1.0957 2.8689 0.5629 -0.0059
H 0.4074 1.4600 0.0738 -0.0462
O -1.1568 1.9401 0.3094 -0.2667
```

---

Density functional theory data (ωB97M-V/def2-TZVPD) for a cluster of 3 separate species, C2H12N2O2 in total.

The value obtained for the energy above the lowest of the compared OMol25 structures with the same formula, charge and spin is 24.47 kcal/mol. The value obtained for the gap between HOMO and LUMO is 9.6 eV. For the molar mass, the calculation gives 96.13 g/mol. Its SMILES is NCCN.O.O.

The geometry in XYZ format:
```
18
Properties=species:S:1:pos:R:3:lowdin_charge:R:1
N 0.5260 -0.0316 1.7932 -0.0041
C -0.2560 -0.9447 0.9720 -0.3018
C -0.8771 -0.2154 -0.2573 -0.2965
N 0.1859 0.3256 -1.1203 -0.0015
H 0.0432 0.0492 2.6839 0.0626
H 0.4899 0.9240 1.4551 0.0374
H -1.1546 -1.3897 1.4409 0.1081
H 0.3231 -1.8052 0.6189 0.0890
H -1.6100 -0.9244 -0.6725 0.0926
H -1.3736 0.6790 0.1388 0.1040
H -0.1980 1.1958 -1.4692 0.0563
H 0.3110 -0.2668 -1.9294 0.0477
O 1.6948 3.7261 1.3991 -0.0549
H 2.4218 4.1301 0.9160 0.0360
H 1.1247 3.3011 0.7597 0.0135
O -0.8987 -3.0608 -2.1069 -0.0458
H -0.7053 -2.7168 -2.9661 0.0209
H -0.0470 -2.9754 -1.6559 0.0364
```

---

Density functional theory data (ωB97M-V/def2-TZVPD) for a cluster of 4 separate species, C2H12N2O3 in total.

The value obtained for the energy above the lowest of the compared OMol25 structures with the same formula, charge and spin is 44.27 kcal/mol. The value obtained for the gap between HOMO and LUMO is 10.0 eV. For the molar mass, the calculation gives 112.13 g/mol. Its SMILES is [H]/N=C\NC.O.O.O.

The geometry in XYZ format:
```
19
Properties=species:S:1:pos:R:3:lowdin_charge:R:1
H -1.5260 -1.8272 1.7366 0.0981
N -1.3705 -1.3092 0.7405 0.0107
C -0.1033 -1.2564 0.2796 -0.2576
N 1.1004 -1.6593 0.9367 -0.0661
C 2.3403 -1.0925 0.3100 -0.0931
H 0.1153 -0.8861 -0.6860 0.0776
H 1.1255 -1.5254 1.9393 0.1077
H 2.0770 -0.1940 -0.2694 0.0453
H 2.5411 -1.8256 -0.5281 0.0998
H 3.1853 -0.7983 0.8861 0.0668
O -0.7464 1.8159 -0.8515 -0.0917
H -1.3565 2.2780 -1.3728 0.0119
H -1.3754 1.5246 -0.0682 0.0571
O 1.4568 1.3152 -2.1845 -0.1013
H 1.3657 1.9772 -1.4601 0.0398
H 0.6741 0.7719 -2.0240 -0.0079
O -2.9639 1.2831 0.7062 -0.1332
H -2.9873 0.2321 0.4591 0.1076
H -3.5524 1.1761 1.4506 0.0284
```

---

Density functional theory data (ωB97M-V/def2-TZVPD) for a structure of composition C2H12N2O3.

The value obtained for the energy above the lowest of the compared OMol25 structures with the same formula, charge and spin is 202.83 kcal/mol. The value obtained for the gap between HOMO and LUMO is 3.7 eV. For the molar mass, the calculation gives 112.13 g/mol.

The geometry in XYZ format:
```
19
Properties=species:S:1:pos:R:3:lowdin_charge:R:1
C -0.1824 -1.4011 -0.4107 -0.0358
N 2.2284 0.1065 -0.4514 0.1983
C 2.0727 -1.0495 0.3675 -0.2913
N 0.6225 -1.1292 0.8345 0.0914
H -0.2199 -2.5148 -0.5430 0.1178
H 0.4341 -0.8866 -1.0751 0.0349
H -1.1547 -0.8686 -0.3152 0.0830
H 2.3041 -1.9427 -0.1836 0.1168
H 2.6286 0.9011 0.0288 0.0961
H 2.7671 -1.0677 1.2757 0.1427
H -3.3599 1.2663 -0.7268 -0.0030
H -2.0868 0.8852 0.3961 -0.0566
O -2.4783 0.9314 -0.7370 -0.2271
H 0.4013 -0.2708 1.2682 0.0827
H 0.8693 0.9626 -0.8205 -0.0151
O 0.0532 1.5103 -1.1105 -0.0639
H -0.8305 1.3322 -0.7489 -0.0349
H -2.3438 1.9949 1.4262 0.0056
O -1.7250 1.2406 1.5255 -0.2416
```

---

Density functional theory data (ωB97M-V/def2-TZVPD) for a cluster of 4 separate species, C2H12N2O3 in total.

The value obtained for the energy above the lowest of the compared OMol25 structures with the same formula, charge and spin is 58.93 kcal/mol. The value obtained for the gap between HOMO and LUMO (alpha / beta) is 9.8 / 7.2 eV. For the molar mass, the calculation gives 112.13 g/mol. As for the spin multiplicity: 2. Its charge is +1. The expectation value of S² is 0.756.

The geometry in XYZ format:
```
19
Properties=species:S:1:pos:R:3:mulliken_spin:R:1
C 0.7525 0.5266 -1.0086 -0.0052
N 0.2703 -0.5235 1.6288 0.1363
C 1.3442 0.1819 1.2180 0.0073
N 1.8467 0.1770 -0.0058 0.7784
H -0.2332 0.8740 -0.7201 -0.0023
H 0.5733 -0.3174 -1.5719 0.0485
H 1.0396 1.1798 -1.6983 0.0253
H -0.4948 -0.6245 0.9196 -0.0078
H 0.1273 -0.7510 2.6172 -0.0025
H 1.8411 0.5903 2.0892 0.0189
H 0.9571 -3.1227 -0.1555 0.0000
H 0.2109 -2.8501 1.2407 -0.0002
O 0.1524 -3.4026 0.3856 0.0004
H -1.1051 3.2644 0.9452 0.0001
H -0.5834 4.1653 -0.1390 0.0000
O -0.9015 3.2545 -0.0279 -0.0002
H -2.3950 -0.3895 -1.5082 -0.0001
H -1.6037 -1.0877 -2.5886 -0.0003
O -1.7987 -1.1449 -1.6203 0.0032
```

---

Density functional theory data (ωB97M-V/def2-TZVPD) for a cluster of 4 separate species, C2H12N2O4 in total.

The value obtained for the energy above the lowest of the compared OMol25 structures with the same formula, charge and spin is 13.71 kcal/mol. The value obtained for the gap between HOMO and LUMO is 10.6 eV. For the molar mass, the calculation gives 128.13 g/mol. Its SMILES is NCC(N)=O.O.O.O.

The geometry in XYZ format:
```
20
Properties=species:S:1:pos:R:3:lowdin_charge:R:1
N 0.5575 0.7389 -1.3751 0.0030
C -0.3186 -0.2707 -0.7362 -0.1598
C 0.1567 -0.6346 0.6711 -0.4971
N 1.3015 -1.3126 0.8773 0.1907
O -0.5563 -0.2492 1.5987 -0.0104
H 0.4976 0.7049 -2.3806 0.0814
H 0.2726 1.6529 -1.0471 0.0498
H -1.3087 0.1717 -0.6569 0.1046
H -0.4775 -1.1705 -1.3342 0.1280
H 1.9688 -1.3931 0.1146 0.0592
H 1.6921 -1.4758 1.7888 0.1159
O -3.3251 -1.0459 1.1093 -0.0735
H -2.6163 -0.6445 1.6303 -0.0009
H -4.0959 -1.0248 1.6914 0.0337
O -0.5514 2.5438 0.6440 -0.0532
H -1.0416 3.2923 0.9871 0.0442
H -1.0231 1.7881 1.0421 0.0284
O 2.8799 -0.9270 -1.4681 -0.0965
H 3.7259 -0.5881 -1.7748 0.0440
H 2.2621 -0.1559 -1.3817 0.0084
```

---

Density functional theory data (ωB97M-V/def2-TZVPD) for a cluster of 3 separate species, C2H12N3O2 in total.

The value obtained for the energy above the lowest of the compared OMol25 structures with the same formula, charge and spin is 30.78 kcal/mol. The value obtained for the gap between HOMO and LUMO is 11.4 eV. For the molar mass, the calculation gives 110.14 g/mol. Its charge is +1.

The geometry in XYZ format:
```
19
Properties=species:S:1:pos:R:3:lowdin_charge:R:1
C -1.4305 1.4697 1.0551 -0.0439
N -0.4150 0.4904 1.0520 0.0551
C -0.5616 -0.6726 0.5060 -0.3806
N 0.4425 -1.5608 0.5082 0.1728
N -1.6810 -0.9250 -0.3454 0.2269
H -1.3187 2.1127 0.2177 0.0919
H -1.1704 2.2175 1.8782 0.1370
H -2.4272 1.1421 1.2329 0.0922
H 0.4084 0.7605 1.5273 0.1354
H 1.4067 -1.3079 0.3998 0.0736
H 0.3445 -2.5739 0.1391 0.1806
H -1.4776 -1.4503 -1.1232 0.0798
H -2.3857 -0.3154 -0.2008 0.0449
H 2.2601 0.3444 -0.3306 0.0167
H 3.2957 0.6959 0.5898 0.0389
O 2.4328 0.3816 0.5907 0.0043
H 1.2748 -0.8167 -2.7041 0.0129
H 0.2106 0.2303 -2.7675 0.0249
O 0.7917 -0.2226 -2.2252 0.0366
```

---

Density functional theory data (ωB97M-V/def2-TZVPD) for a cluster of 2 separate species, C2H12N4 in total.

The value obtained for the energy above the lowest of the compared OMol25 structures with the same formula, charge and spin is 24.20 kcal/mol. The value obtained for the gap between HOMO and LUMO is 9.9 eV. For the molar mass, the calculation gives 92.15 g/mol. Its SMILES is NCN.NCN.

The geometry in XYZ format:
```
18
Properties=species:S:1:pos:R:3:lowdin_charge:R:1
N -1.7113 0.2100 -2.1936 -0.0180
C -1.7448 -1.2675 -2.0936 -0.3510
N -2.4836 -1.8418 -0.9225 -0.0222
H -2.7159 0.4003 -2.2659 0.0571
H -1.5074 0.5478 -1.2548 0.0391
H -2.1545 -1.6469 -3.0212 0.1019
H -0.7318 -1.5644 -1.7958 0.0952
H -3.4720 -1.6933 -1.1217 0.0487
H -2.2924 -1.2322 -0.1298 0.0480
N 3.1680 1.3779 2.1789 -0.0258
C 2.0021 0.4033 1.9217 -0.3454
N 0.9523 1.1534 1.2929 -0.0085
H 3.0732 1.9952 1.3703 0.0401
H 3.9878 0.8411 1.9005 0.0438
H 2.4567 -0.4424 1.3837 0.1022
H 1.7107 0.0479 2.9117 0.0872
H 0.4690 0.5691 0.6352 0.0485
H 0.9938 2.1425 1.2042 0.0589
```

---

F_max readings, ordered: 0.128; 0.028; 0.071; 0.023; 0.040; 0.037; 0.098; 0.070; 0.089; 0.022; 0.131; 0.057 hartree/bohr
Calculated total energy readings, ordered: -716.3433; -383.7968; -343.2879; -343.3519; -343.1057; -343.3541; -418.5685; -418.3158; -418.2523; -493.9044; -397.9150; -302.3631 Ha